w) Density functional theory data (wB97M-V/def2-TZVPD) for a single CHNO3 molecule.

Structure (XYZ):
```
6
Properties=species:S:1:pos:R:3:lowdin_charge:R:1
C 0.2763 0.4002 -0.6458 -0.377
N 0.2803 0.5014 0.6780 0.114
O 0.1319 1.2983 -1.3766 0.135
O -0.2282 -0.2872 1.4841 -0.025
O -0.9854 -1.2715 1.0168 -0.027
H 0.5252 -0.6411 -1.1566 0.180
```

* HOMO energy: -11.185 eV
* E_LUMO: -2.74 eV
* multiplicity: 1
* orbital gap: 0.3102 hartree

---

x) Density functional theory data (wB97M-V/def2-TZVPD) for 2 unconnected molecules or ions with the total composition CHNO3.

Structure (XYZ):
```
6
Properties=species:S:1:pos:R:3:lowdin_charge:R:1
C -2.1506 -0.3095 0.2350 -0.478
N 1.2483 0.0958 0.1617 0.028
O -2.7465 -0.9663 0.9321 0.231
O -1.7617 0.4303 -0.5388 0.199
O 2.2195 0.4976 -0.5599 -0.139
H 3.1909 0.2521 -0.2300 0.159
```

* HOMO energy (alpha / beta): -9.181 / -9.180 eV
* E_LUMO (alpha / beta): 0.08 / 0.08 eV
* multiplicity: 1
* orbital gap (alpha / beta): 0.3402 / 0.3404 hartree

---

y) Density functional theory data (wB97M-V/def2-TZVPD) for 2 unconnected molecules or ions with the total composition CHNO3.

Structure (XYZ):
```
6
Properties=species:S:1:pos:R:3:lowdin_charge:R:1
O 1.0911 -1.9992 -0.8973 0.222
C 1.3664 -1.1005 -0.2532 -0.478
O 1.5844 -0.2595 0.4922 0.194
N -1.0778 1.4362 0.2350 0.042
O -0.8911 0.3311 -0.2327 -0.067
H -2.0730 1.5918 0.6561 0.087
```

* HOMO energy: -9.819 eV
* E_LUMO: -0.65 eV
* multiplicity: 1
* structure (SMILES): O=C=O.N=O
* orbital gap: 0.3371 hartree

---

Structures ranked by computed energy, the most stable listed first: y), x), w).

---

w) Density functional theory data (wB97M-V/def2-TZVPD) for a gas-phase ion, C3H11N3P (charge +1).

Structure (XYZ):
```
18
Properties=species:S:1:pos:R:3:lowdin_charge:R:1
C -2.4726 1.6862 -0.0108 -0.339
P -1.2306 0.5135 -0.6860 0.852
C -1.9682 -1.1375 -0.3165 -0.316
N 0.0044 0.6127 0.6903 -0.148
C 1.2777 0.3354 1.0113 -0.155
N 2.4681 0.3195 0.3869 -0.058
N 3.0118 0.6338 -0.8430 0.052
H -1.8695 2.6686 -0.2243 0.066
H -3.1494 1.5314 0.9132 0.082
H -3.2609 1.7025 -0.8554 0.062
H -2.8934 -1.2173 -0.8765 0.038
H -2.3290 -1.2839 0.7459 0.061
H -1.3749 -2.0453 -0.4316 0.038
H -0.6439 0.3286 1.5212 0.137
H 1.4997 0.0973 2.0876 0.164
H 3.2055 0.3145 1.1537 0.191
H 3.9015 0.0868 -0.9684 0.133
H 2.3726 0.5393 -1.6949 0.141
```

* HOMO energy: -13.232 eV
* total charge: +1
* E_LUMO: -3.30 eV
* multiplicity: 1
* structure (SMILES): CP(C)N/C=[NH+]\N
* orbital gap: 0.3651 hartree

---

x) Density functional theory data (wB97M-V/def2-TZVPD) for a gas-phase ion, C3H11N3P (charge +1).

Structure (XYZ):
```
18
Properties=species:S:1:pos:R:3:lowdin_charge:R:1
C 1.7811 0.8176 -1.0360 -0.153
C 1.0628 0.8883 0.2703 -0.561
P 1.3462 -0.9039 0.9047 0.899
N -0.3778 1.0768 0.0244 -0.023
N -1.2285 0.0714 0.6004 -0.019
C -1.8636 -0.6725 -0.1994 -0.321
N -2.5786 -1.6861 0.2091 0.134
H 1.1625 0.0298 -1.5688 0.085
H 2.8687 0.4151 -0.9398 0.123
H 1.7426 1.8286 -1.4606 0.092
H 1.3753 1.7091 0.8699 0.112
H 1.1969 -0.8951 2.3105 -0.083
H 2.6180 -0.9205 1.1060 -0.155
H -0.5570 1.0694 -1.0974 0.218
H -0.8756 1.8690 0.4521 0.189
H -2.0187 -0.4039 -1.2308 0.143
H -3.0926 -2.2895 -0.4588 0.141
H -2.5617 -2.0037 1.2446 0.181
```

* HOMO energy: -13.183 eV
* total charge: +1
* E_LUMO: -3.06 eV
* multiplicity: 1
* structure (SMILES): C[C@H](P)[NH2+]/N=C/N
* orbital gap: 0.3719 hartree

---

Structures ranked by computed energy, the most stable listed first: w), x).

---

w) Density functional theory data (wB97M-V/def2-TZVPD) for 5 unconnected molecules or ions with the total composition H10O5.

Structure (XYZ):
```
15
Properties=species:S:1:pos:R:3:lowdin_charge:R:1
O 1.2507 0.0486 0.2135 -0.116
H 1.9579 -0.1622 -0.4024 -0.019
H 1.1655 1.0291 0.2244 0.061
O -2.9558 -1.6620 -0.5949 -0.046
H -2.8336 -1.6688 0.4146 0.089
H -3.2395 -0.8119 -0.7102 -0.027
O -0.2108 -1.4449 0.6792 -0.104
H -0.7483 -1.8999 0.0479 -0.011
H 0.1001 -2.2647 1.2052 0.095
O -1.7290 3.0146 0.1660 -0.046
H -1.5702 2.2184 -0.3147 0.009
H -2.4543 3.4851 -0.2557 0.035
O 3.6105 0.0534 -0.2828 -0.103
H 3.5138 -0.6264 -0.9895 0.066
H 4.3829 0.6236 -0.6675 0.118
```

* HOMO energy: -9.401 eV
* E_LUMO: 0.54 eV
* multiplicity: 1
* structure (SMILES): O.O.O.O.O
* orbital gap: 0.3654 hartree

---

x) Density functional theory data (wB97M-V/def2-TZVPD) for 5 unconnected molecules or ions with the total composition H10O5.

Structure (XYZ):
```
15
Properties=species:S:1:pos:R:3:lowdin_charge:R:1
O 0.1770 1.1474 1.2001 -0.034
H 0.8594 1.6845 1.6183 0.058
H 0.5235 0.2493 1.2478 0.014
O -1.9173 -0.2858 2.2780 -0.061
H -1.0502 -0.1223 2.6657 0.008
H -2.4192 -0.6966 2.9910 0.038
O -0.0251 1.5864 -2.6376 -0.063
H 0.4865 1.3280 -3.4125 0.030
H 0.4308 1.1606 -1.9029 -0.011
O 1.9977 0.0105 -0.7244 -0.043
H 2.0394 0.0342 0.2382 0.018
H 2.8939 -0.2222 -0.9923 0.054
O -1.6777 -1.7667 -0.8723 -0.054
H -1.4693 -2.6435 -1.2141 0.032
H -0.8495 -1.4638 -0.4832 0.014
```

* HOMO energy: -10.687 eV
* E_LUMO: -0.08 eV
* multiplicity: 1
* structure (SMILES): O.O.O.O.O
* orbital gap: 0.3898 hartree

---

y) Density functional theory data (wB97M-V/def2-TZVPD) for 5 unconnected molecules or ions with the total composition H10O5.

Structure (XYZ):
```
15
Properties=species:S:1:pos:R:3:lowdin_charge:R:1
O -0.5972 -1.8738 -0.2862 -0.109
H 0.2781 -1.3660 -0.5027 0.029
H -0.5630 -2.5394 -0.9867 0.060
O 1.3341 -0.2510 -1.0924 -0.039
H 0.8540 0.5718 -1.0163 -0.012
H 2.0618 -0.1637 -0.5047 0.041
O 0.0450 1.8904 -0.4392 -0.055
H -0.0861 2.8047 -0.2158 0.067
H -0.8795 1.5686 -0.5924 0.064
O -2.1651 0.3118 0.3274 -0.129
H -1.9091 0.0673 1.2791 0.084
H -1.6310 -0.4735 -0.0408 0.018
O 1.3628 -0.1004 1.5636 -0.020
H 0.7749 0.5248 1.1806 -0.009
H 1.1203 -0.9717 1.3265 0.009
```

* HOMO energy: -11.296 eV
* E_LUMO: 0.54 eV
* multiplicity: 1
* structure (SMILES): O.O.O.O.O
* orbital gap: 0.4348 hartree

---

Structures ranked by computed energy, the most stable listed first: y), x), w).

---

w) Density functional theory data (wB97M-V/def2-TZVPD) for 5 unconnected molecules or ions with the total composition H10O5.

Structure (XYZ):
```
15
Properties=species:S:1:pos:R:3:lowdin_charge:R:1
O -0.1936 -0.9830 -0.1555 -0.044
H -1.0063 -1.3211 -0.3228 -0.023
H -0.2046 -0.0097 -0.2040 0.077
O -1.2703 0.0103 3.0949 -0.077
H -1.0943 -0.4130 2.2069 0.035
H -1.1725 0.9410 2.8856 0.016
O -0.2076 3.5076 0.6470 -0.070
H -1.1429 3.6953 0.6949 0.021
H 0.1550 4.3280 0.2450 0.053
O -0.2427 -2.0013 -2.6951 -0.032
H -0.3545 -1.1761 -3.0920 -0.001
H -0.7193 -2.0266 -1.8477 0.019
O 1.9754 -0.8725 -0.7599 -0.054
H 2.4948 -0.5737 -1.5553 0.080
H 2.5549 -0.7335 -0.0614 0.001
```

* HOMO energy: -10.818 eV
* E_LUMO: 0.27 eV
* multiplicity: 1
* structure (SMILES): O.O.O.O.O
* orbital gap: 0.4073 hartree

---

x) Density functional theory data (wB97M-V/def2-TZVPD) for 5 unconnected molecules or ions with the total composition H10O5.

Structure (XYZ):
```
15
Properties=species:S:1:pos:R:3:lowdin_charge:R:1
O -5.4990 20.1286 9.4605 -0.063
H -6.4148 20.3921 9.2513 0.004
H -5.1172 19.8584 8.6161 0.009
O -8.1041 21.2050 9.1625 -0.042
H -8.5794 21.2267 8.3221 0.068
H -8.6266 21.7513 9.7592 0.058
O -4.7528 20.8261 12.3377 -0.074
H -4.1112 21.5024 12.1012 0.025
H -4.9726 20.3973 11.4968 -0.006
O -9.1490 19.5806 11.3940 -0.055
H -8.9841 19.3464 10.4744 0.020
H -9.7325 20.3435 11.3517 0.023
O -3.7996 19.4696 6.6655 -0.055
H -3.9530 18.5667 6.9698 0.042
H -2.8996 19.6722 6.9471 0.046
```

* HOMO energy: -10.542 eV
* E_LUMO: 0.17 eV
* multiplicity: 1
* structure (SMILES): O.O.O.O.O
* orbital gap: 0.3935 hartree

---

y) Density functional theory data (wB97M-V/def2-TZVPD) for 5 unconnected molecules or ions with the total composition H10O5.

Structure (XYZ):
```
15
Properties=species:S:1:pos:R:3:lowdin_charge:R:1
O 0.2425 -1.5845 0.4849 0.004
H -0.1885 -2.1985 -0.0691 0.063
H 1.0605 -1.9795 0.2489 0.073
O 2.2765 0.9165 -2.1931 0.057
H 1.4795 0.7825 -1.7081 -0.009
H 2.8735 1.0815 -1.6371 -0.092
O -2.0615 1.8695 0.4729 -0.121
H -1.7175 1.4685 -0.3591 -0.016
H -2.9225 1.3335 0.6309 0.078
O -0.5405 0.4975 -1.3711 -0.001
H -1.0545 -0.0735 -1.8811 0.042
H -0.1725 0.0075 -0.6601 0.005
O -0.0395 -0.7425 2.9709 -0.050
H -0.0355 -0.8505 1.9479 0.030
H 0.7995 -0.5275 3.1229 -0.062
```

* HOMO energy: -10.753 eV
* E_LUMO: -0.24 eV
* multiplicity: 1
* structure (SMILES): O.O.O.O.O
* orbital gap: 0.3863 hartree

---

Structures ranked by computed energy, the most stable listed first: x), w), y).

---

w) Density functional theory data (wB97M-V/def2-TZVPD) for a gas-phase ion, C8H14IN2 (charge +1).

Structure (XYZ):
```
25
Properties=species:S:1:pos:R:3:lowdin_charge:R:1
C -0.3884 -1.2896 1.5856 -0.038
C -1.5735 -0.6077 1.4531 -0.095
C 0.6967 -1.2838 0.6118 -0.238
C 0.6765 -0.6339 -0.5547 -0.211
C -1.8971 0.3433 0.4132 -0.348
C -1.3817 -0.2484 -0.9903 -0.721
C 2.0728 -1.7842 1.1333 -0.021
C -1.3100 1.8145 0.4215 -0.030
N 1.2464 -0.4912 -1.7231 0.045
N -1.2977 0.7603 -2.0880 0.084
I -2.0503 -2.0862 -1.8037 0.966
H -0.3140 -2.0329 2.3635 0.114
H -2.4031 -0.6553 2.2483 0.149
H -2.9874 0.3511 0.2500 0.135
H 2.0154 -2.3192 2.0968 0.089
H 2.7999 -0.9180 1.3135 0.119
H 2.4906 -2.4640 0.5206 0.029
H -2.0039 2.4095 -0.0739 0.053
H -0.4067 1.9971 -0.1023 0.052
H -1.2065 2.3247 1.4245 0.127
H 2.3222 -0.6248 -1.7430 0.165
H 0.8149 -1.2634 -2.3817 0.127
H -0.6783 1.5485 -1.6416 0.167
H -2.1378 1.1850 -2.4491 0.154
H -0.7864 0.4919 -2.9228 0.126
```

* HOMO energy: -11.831 eV
* total charge: +1
* E_LUMO: -3.27 eV
* multiplicity: 1
* orbital gap: 0.3147 hartree

---

x) Density functional theory data (wB97M-V/def2-TZVPD) for a gas-phase ion, C8H14IN2 (charge +1).

Structure (XYZ):
```
25
Properties=species:S:1:pos:R:3:lowdin_charge:R:1
I 0.8045 3.4989 0.9584 1.141
C 0.3725 1.4921 1.1351 -0.763
N 0.8336 0.6470 0.1826 -0.052
C 1.2648 1.0369 -1.2933 -0.087
C -0.0049 0.7191 -2.2314 -0.120
C -0.4604 -0.7612 -2.1455 -0.189
C -0.8008 -1.0985 -0.6996 -0.167
C 0.3782 -0.8252 0.1721 -0.263
C 0.1521 -1.2225 1.6332 -0.168
C -0.7662 -0.3725 2.3521 -0.166
N -0.2771 0.9841 2.1465 0.016
H 2.3258 0.6580 -1.2933 0.141
H 1.4204 2.1288 -1.1543 0.008
H 0.2156 1.0466 -3.2664 0.124
H -0.8026 1.3115 -1.7671 0.113
H -1.4232 -0.9361 -2.7993 0.156
H 0.1560 -1.4743 -2.6343 0.099
H -1.5786 -0.4805 -0.4024 0.098
H -1.0282 -2.1771 -0.6791 0.147
H 1.1785 -1.4630 -0.2126 0.161
H 1.2172 -1.1758 2.1234 0.166
H -0.1877 -2.3188 1.7256 0.163
H -1.7058 -0.4902 1.8415 0.121
H -0.8774 -0.5160 3.4920 0.177
H -0.4063 1.7887 2.8160 0.145
```

* HOMO energy: -13.752 eV
* total charge: +1
* E_LUMO: -3.47 eV
* multiplicity: 1
* structure (SMILES): IC1=[N+]2CCCC[C@@H]2CCN1
* orbital gap: 0.3777 hartree

---

Structures ranked by computed energy, the most stable listed first: x), w).

---

w) Density functional theory data (wB97M-V/def2-TZVPD) for 2 unconnected molecules or ions with the total composition C2H4FN.

Structure (XYZ):
```
8
Properties=species:S:1:pos:R:3:lowdin_charge:R:1
C -0.2450 0.4170 -0.0395 -0.187
C 0.7795 -0.6522 -0.0304 -0.045
N -0.4804 1.6152 -0.0347 0.198
F -1.8547 -0.6202 -0.0044 -0.372
H 1.8237 -0.0629 -0.1821 0.143
H 0.5663 -1.3662 -0.8526 0.096
H 0.8538 -1.0494 0.9930 0.092
H -1.4432 1.7187 0.1506 0.075
```

* HOMO energy: -11.229 eV
* E_LUMO: 0.57 eV
* multiplicity: 1
* orbital gap: 0.4336 hartree

---

x) Density functional theory data (wB97M-V/def2-TZVPD) for 2 unconnected molecules or ions with the total composition C2H4FN.

Structure (XYZ):
```
8
Properties=species:S:1:pos:R:3:lowdin_charge:R:1
C -0.0544 0.4659 0.2285 -0.072
C -0.5312 -0.4283 -0.7797 -0.034
N 0.0195 1.4741 0.9275 0.217
F 1.5402 -1.1016 1.1521 -0.595
H 0.3190 -0.7573 -1.5035 0.158
H -1.4097 -0.0709 -1.3556 0.118
H -0.7519 -1.2351 -0.2359 0.041
H 0.8685 1.6532 1.5666 0.166
```

* HOMO energy: -9.487 eV
* E_LUMO: -0.84 eV
* multiplicity: 1
* orbital gap: 0.3177 hartree

---

Structures ranked by computed energy, the most stable listed first: w), x).